4 unconnected molecules or ions with the total composition C3H14NO4 at a distorted geometry, computed with ωB97M-V/def2-TZVPD.

Output
**Energy relative to the best compared isomer or geometry (same formula, charge and spin)**: 1.449 eV
**E_LUMO**: -3.20 eV
**DFT total energy**: -13011.1801 eV

ORCA input file:
```
! RIJCOSX wB97M-V def2-TZVPD def2/J DEFGRID3
* xyz 1 1
O -1.32227 1.31578 -1.72484
C -2.00325 0.39523 -1.36967
C -1.53608 -0.21434 0.01076
C -1.79717 -1.74709 -0.02497
N -0.15200 0.12435 0.41881
H -2.99414 0.07486 -1.74607
H -2.30607 0.23432 0.64250
H -1.04775 -2.17217 -0.71692
H -2.75272 -1.80609 -0.59555
H -1.76053 -2.24599 0.96921
H -0.12457 0.75946 1.21509
H 0.53108 0.46935 -0.29019
H 0.37394 -0.77702 0.56324
H 2.05820 -0.25799 -1.58896
H 1.93911 0.55145 -2.86611
O 2.07617 0.65437 -1.90352
H 1.40158 2.64493 2.37242
H 0.06743 2.84499 1.60166
O 0.58988 2.18679 2.06877
H 3.32843 -0.44985 1.43785
H 2.83551 -1.67930 0.51127
O 2.59518 -0.90605 1.01524
*
```



6 unconnected molecules or ions with the total composition C3H14NO8 at a distorted geometry, computed with ωB97M-V/def2-TZVPD.

Output
**Energy relative to the best compared isomer or geometry (same formula, charge and spin)**: 0.000 eV
**E_LUMO**: 3.37 eV
**DFT total energy**: -21210.9835 eV

ORCA input file:
```
! RIJCOSX wB97M-V def2-TZVPD def2/J DEFGRID3
* xyz -1 1
O -2.89580 -0.87874 2.27705
C -1.77924 -0.42564 2.39242
C -1.40898 0.95062 1.93465
N -0.96271 0.82289 0.54641
C 0.29710 0.30210 0.25970
O 0.54869 0.26885 -0.98323
O 0.99626 -0.15375 1.17711
H -0.98047 -1.08481 2.76853
H -2.11769 1.75947 2.04418
H -0.53737 1.31367 2.42428
H -1.69809 0.89703 -0.13529
H -0.58038 1.33230 -2.18808
H 0.16397 0.89353 -3.45235
O -0.42003 1.57293 -3.11538
H 0.19108 -2.17153 -0.01441
H 1.49026 -2.33329 -0.85884
O 0.76684 -2.81137 -0.44603
H 2.43930 0.35486 -1.11723
H 2.96270 0.64779 0.19711
O 3.28247 0.63672 -0.71968
H 1.45773 2.45528 1.22087
H 1.91697 2.93537 -0.12628
O 1.21687 3.07890 0.52818
H -1.85249 -3.05031 -2.09211
H -0.77287 -3.75682 -1.23283
O -1.72413 -3.55604 -1.28874
*
```



A molecular structure, C3H14NOPb at a distorted geometry, computed with ωB97M-V/def2-TZVPD.

Output
**Energy relative to the best compared isomer or geometry (same formula, charge and spin)**: 3.447 eV
**E_LUMO (alpha / beta)**: 3.38 / 3.38 eV
**DFT total energy**: -12116.2183 eV

ORCA input file:
```
! RIJCOSX wB97M-V def2-TZVPD def2/J DEFGRID3
* xyz -1 1
C 0.88861 -3.95154 -0.12812
Pb -0.14470 -2.05164 -0.34581
N 1.67741 -0.57864 -1.18959
H -1.40950 -1.55841 0.75191
H -1.43709 -0.88494 -0.50148
H 0.20285 -4.83384 0.03921
H 1.71474 -3.89615 0.61409
H 1.35015 -4.15335 -1.14457
H 2.14523 0.03806 -0.53689
H 1.07363 -0.03668 -1.77471
H 2.34230 -1.12152 -1.74397
C -1.39047 3.33426 0.72633
C -0.51670 2.12478 0.99511
O -0.14777 1.36885 -0.14660
H -0.97811 3.98262 -0.05815
H -1.47075 3.93445 1.63599
H -2.41099 3.04404 0.43859
H 0.44656 2.42692 1.42916
H -0.98470 1.44176 1.71404
H -0.95068 1.37098 -0.77456
*
```



4 unconnected molecules or ions with the total composition C3H14O3 at a distorted geometry, computed with ωB97M-V/def2-TZVPD.

Output
**⟨S²⟩**: 0.757
**Energy relative to the best compared isomer or geometry (same formula, charge and spin)**: 0.885 eV
**E_LUMO (alpha / beta)**: -3.40 / -10.35 eV
**DFT total energy**: -9468.9278 eV

ORCA input file:
```
! RIJCOSX wB97M-V def2-TZVPD def2/J DEFGRID3
* xyz 1 2
C -0.32005 -1.83105 -1.61467
C 0.16463 -0.61386 -0.62696
C 1.59193 -0.83715 -0.19997
H 0.29261 -2.64640 -1.66783
H -0.24146 -1.29630 -2.50979
H -1.36448 -2.03507 -1.44910
H -0.38362 -0.66211 0.22623
H 0.01622 0.35298 -1.08169
H 1.62834 -1.55783 0.66472
H 2.22588 -1.11137 -1.09619
H 1.93010 0.13710 0.10685
H 0.59397 2.68358 1.37145
H 0.31244 1.19970 1.23298
O 0.65438 1.97897 0.71389
H -1.51245 1.78683 -0.00352
H -0.42884 2.66195 -0.63400
O -1.21684 2.04646 -0.87235
H -1.60947 -0.70842 2.15106
H -0.83076 0.23594 2.98753
O -1.50254 0.21606 2.30138
*
```



4 unconnected molecules or ions with the total composition C3H14O3S at a distorted geometry, computed with ωB97M-V/def2-TZVPD.

Output
**Energy relative to the best compared isomer or geometry (same formula, charge and spin)**: 0.959 eV
**E_LUMO**: 0.41 eV
**SMILES**: CCCS.O.O.O
**DFT total energy**: -20315.2759 eV

ORCA input file:
```
! RIJCOSX wB97M-V def2-TZVPD def2/J DEFGRID3
* xyz 0 1
C -3.02778 -0.47002 -0.29278
C -2.43562 -0.66693 -1.70030
C -1.44952 -1.82869 -1.76366
S -0.01264 -1.38558 -2.82173
H -3.45078 0.53103 -0.25322
H -2.25786 -0.56513 0.48846
H -3.77585 -1.23010 -0.05697
H -3.29609 -0.95433 -2.33942
H -2.01348 0.28158 -2.00499
H -1.98439 -2.70581 -2.08800
H -0.96738 -1.98650 -0.79880
H 0.00765 -2.39925 -3.67185
H 3.83355 0.21190 4.52327
H 4.55056 1.38467 3.82324
O 4.64796 0.45880 4.07519
H -0.11984 1.20822 -0.44400
H 1.15011 0.51271 -0.54700
O 0.47902 0.72528 0.11424
H 1.74767 3.34407 3.73419
H 0.38959 3.32001 4.39217
O 0.86812 3.70378 3.66735
*
```



4 unconnected molecules or ions with the total composition C3H14O3S at a distorted geometry, computed with ωB97M-V/def2-TZVPD.

Output
**Energy relative to the best compared isomer or geometry (same formula, charge and spin)**: 2.223 eV
**E_LUMO**: 0.22 eV
**SMILES**: CCSC.O.O.O
**DFT total energy**: -20314.0124 eV

ORCA input file:
```
! RIJCOSX wB97M-V def2-TZVPD def2/J DEFGRID3
* xyz 0 1
C 1.16890 -1.09887 -0.97394
C 0.78945 0.44109 -1.20356
S -0.96015 0.83474 -1.89306
C -2.03414 0.09492 -0.53214
H 0.39992 -1.45351 -0.36969
H 2.05043 -1.45206 -0.34720
H 1.17653 -1.63259 -1.88537
H 1.69733 0.91662 -1.56548
H 0.71518 0.83254 -0.16056
H -3.02279 0.14964 -0.89726
H -1.82060 -0.91630 -0.28723
H -1.78376 0.83009 0.29335
H -1.24384 -5.31045 1.86236
H -1.33006 -5.25129 0.38230
O -1.14135 -4.70986 1.10414
H 1.76578 -0.29928 3.65093
H 2.61407 0.79388 3.26237
O 2.46415 0.20294 4.02207
H 1.02856 3.26594 0.35131
H 0.87555 4.64672 0.36747
O 0.26405 3.86960 0.10997
*
```



4 unconnected molecules or ions with the total composition C3H14O3S2, computed with ωB97M-V/def2-TZVPD.

Output
**Energy relative to the best compared isomer or geometry (same formula, charge and spin)**: 0.338 eV
**E_LUMO**: 0.46 eV
**SMILES**: CCCSS.O.O.O
**DFT total energy**: -31151.1294 eV

ORCA input file:
```
! RIJCOSX wB97M-V def2-TZVPD def2/J DEFGRID3
* xyz 0 1
C 1.60557 0.16518 0.31465
C 2.33335 -0.89326 1.12383
C 2.14476 0.32704 -1.10474
S 1.30615 1.64359 -2.04036
S -0.60737 0.80614 -2.42031
H 1.59995 1.13599 0.81983
H 0.56396 -0.14400 0.26737
H 3.42327 -0.80233 1.13189
H 2.06035 -0.84261 2.18045
H 2.00362 -1.91090 0.89009
H 2.11039 -0.66065 -1.57619
H 3.18555 0.63580 -1.13139
H -0.31406 -0.40321 -1.88250
H -4.32418 -0.12664 1.41854
H -3.01836 0.58170 1.00513
O -3.44162 -0.30479 1.06156
H -2.74089 -1.89035 -1.49923
H -2.04700 -1.39144 -0.20315
O -1.89196 -1.87867 -1.04394
H -1.18773 2.37165 0.24466
H -1.17299 1.87290 1.64593
O -1.59075 1.70888 0.79788
*
```



4 unconnected molecules or ions with the total composition C3H14O4 at a distorted geometry, computed with ωB97M-V/def2-TZVPD.

Output
**Energy relative to the best compared isomer or geometry (same formula, charge and spin)**: 1.549 eV
**E_LUMO**: 0.58 eV
**SMILES**: CCCO.O.O.O
**DFT total energy**: -11527.0596 eV

ORCA input file:
```
! RIJCOSX wB97M-V def2-TZVPD def2/J DEFGRID3
* xyz 0 1
C 1.04378 -0.19695 -0.14454
O 0.36162 0.67826 0.78326
C 1.80971 -1.33310 0.64581
C 1.42034 -2.68515 -0.00947
H 0.25176 -0.63496 -0.79555
H 1.68543 0.36159 -0.84017
H 0.97084 1.06795 1.43643
H 2.88916 -1.24886 0.54964
H 1.75906 -1.25140 1.78205
H 1.79316 -2.77292 -1.09911
H 1.57672 -3.44258 0.73971
H 0.33739 -2.67411 -0.16582
H -1.87245 1.16779 -2.00265
H -1.34341 2.07542 -3.02445
O -1.45964 2.04412 -2.06677
H -2.77967 -0.06456 0.47936
H -2.73008 1.16075 -0.28602
O -2.92937 0.22353 -0.43033
H -0.33606 2.54015 0.98962
H -1.51347 2.11327 1.78871
O -0.93484 2.87176 1.67029
*
```



4 unconnected molecules or ions with the total composition C3H14O4 at a distorted geometry, computed with ωB97M-V/def2-TZVPD.

Output
**Energy relative to the best compared isomer or geometry (same formula, charge and spin)**: 0.803 eV
**E_LUMO**: 0.73 eV
**SMILES**: CCCO.O.O.O
**DFT total energy**: -11527.8050 eV

ORCA input file:
```
! RIJCOSX wB97M-V def2-TZVPD def2/J DEFGRID3
* xyz 0 1
C 0.73073 -0.58500 -0.14529
O -0.18961 -0.23061 -1.16855
C 1.97846 0.35919 -0.00292
C 3.00396 -0.13831 0.92159
H 0.10428 -0.54094 0.76950
H 1.02333 -1.66365 -0.28038
H -0.04962 0.60954 -1.49683
H 2.42412 0.45636 -1.00714
H 1.61631 1.35581 0.29641
H 3.27002 -1.13537 0.51162
H 3.96901 0.33800 0.93751
H 2.65074 -0.23431 1.96322
H -2.89645 0.13562 1.84725
H -2.87847 -0.62403 0.48655
O -3.00693 0.24834 0.89297
H -1.45113 -1.28949 -0.81117
H -2.67400 -1.61311 -1.56655
O -2.24811 -1.77148 -0.72823
H -1.95971 2.62804 -1.05325
H -1.97829 1.41534 -0.04802
O -1.43867 2.28007 -0.31829
*
```



5 unconnected molecules or ions with the total composition C3H14O4 at a distorted geometry, computed with ωB97M-V/def2-TZVPD.

Output
**Energy relative to the best compared isomer or geometry (same formula, charge and spin)**: 2.034 eV
**E_LUMO**: 0.38 eV
**SMILES**: C=CC.O.O.O.O
**DFT total energy**: -11526.5749 eV

ORCA input file:
```
! RIJCOSX wB97M-V def2-TZVPD def2/J DEFGRID3
* xyz 0 1
C -0.24764 1.58481 1.75029
C -1.37090 0.57152 1.91053
C -0.97470 -0.65179 2.29778
H 0.87449 1.12928 1.68023
H -0.37894 2.31506 0.94850
H -0.09958 2.19313 2.64464
H -2.42331 0.82439 1.61565
H -1.59523 -1.44420 2.49565
H -0.01086 -0.90833 2.58587
H -1.41049 1.14409 -1.98402
H -2.74105 1.90317 -2.06340
O -1.82354 2.04125 -1.96929
H 1.56830 -0.95218 -0.20162
H 2.02554 -1.65956 0.99822
O 2.19777 -1.69116 0.07414
H 0.78642 1.88505 -1.97511
H 0.83633 0.67213 -2.91345
O 0.57764 0.94315 -1.99719
H 2.12088 -3.65117 -1.75195
H 0.83721 -2.72128 -1.90264
O 1.25168 -3.52737 -2.24281
*
```



4 unconnected molecules or ions with the total composition C3H14O4S at a distorted geometry, computed with ωB97M-V/def2-TZVPD.

Output
**Energy relative to the best compared isomer or geometry (same formula, charge and spin)**: 0.873 eV
**E_LUMO**: 0.17 eV
**SMILES**: OCCCS.O.O.O
**DFT total energy**: -22362.6288 eV

ORCA input file:
```
! RIJCOSX wB97M-V def2-TZVPD def2/J DEFGRID3
* xyz 0 1
C 0.20179 -2.26622 -0.04310
O 0.25717 -1.70910 1.30302
C 1.43420 -1.66183 -0.70292
C 1.09048 -0.17992 -0.99353
S 0.64417 0.16949 -2.77931
H 0.34145 -3.34271 -0.09262
H -0.71813 -1.88820 -0.50195
H -0.57403 -1.28684 1.54707
H 2.19380 -1.77028 0.09852
H 1.72809 -2.12610 -1.63446
H 1.79182 0.55805 -0.56784
H 0.16324 0.04484 -0.45749
H -0.64514 -0.22668 -2.83334
H -0.53059 2.59971 -0.84209
H -0.97850 3.36955 0.41557
O -1.10430 2.55366 -0.06720
H -2.65539 0.38481 0.29503
H -3.01816 0.36409 1.67337
O -2.66056 -0.24973 1.02333
H 1.25958 1.49533 1.84464
H 0.48526 2.71002 1.42909
O 1.29376 2.45805 1.88621
*
```



- Which of these has the lowest DFT total energy?
  C3H14O3S2



What did the second record say?
6 unconnected molecules or ions with the total composition C3H14NO8 at a distorted geometry, computed with ωB97M-V/def2-TZVPD.

Output
**Energy relative to the best compared isomer or geometry (same formula, charge and spin)**: 0.000 eV
**E_LUMO**: 3.37 eV
**DFT total energy**: -21210.9835 eV

ORCA input file:
```
! RIJCOSX wB97M-V def2-TZVPD def2/J DEFGRID3
* xyz -1 1
O -2.89580 -0.87874 2.27705
C -1.77924 -0.42564 2.39242
C -1.40898 0.95062 1.93465
N -0.96271 0.82289 0.54641
C 0.29710 0.30210 0.25970
O 0.54869 0.26885 -0.98323
O 0.99626 -0.15375 1.17711
H -0.98047 -1.08481 2.76853
H -2.11769 1.75947 2.04418
H -0.53737 1.31367 2.42428
H -1.69809 0.89703 -0.13529
H -0.58038 1.33230 -2.18808
H 0.16397 0.89353 -3.45235
O -0.42003 1.57293 -3.11538
H 0.19108 -2.17153 -0.01441
H 1.49026 -2.33329 -0.85884
O 0.76684 -2.81137 -0.44603
H 2.43930 0.35486 -1.11723
H 2.96270 0.64779 0.19711
O 3.28247 0.63672 -0.71968
H 1.45773 2.45528 1.22087
H 1.91697 2.93537 -0.12628
O 1.21687 3.07890 0.52818
H -1.85249 -3.05031 -2.09211
H -0.77287 -3.75682 -1.23283
O -1.72413 -3.55604 -1.28874
*
```